DFT (wB97M-V/def2-TZVPD) results for a cluster of 7 separate species, C30H79N5O12 in total in a non-equilibrium geometry.

## Properties
frontier orbital gap: 0.33372 hartree
molecular weight: 701.99 g mol⁻¹
HOMO energy: -8.61 eV
SMILES: COC[C@H](C)N.COC[C@H](C)N.COCCNCCOC.COCCNCCOC.COCCNCCOC.OCCO.OCCO
LUMO energy: 0.473 eV
energy: -64403.7696 eV
relative energy (zero: lowest compared OMol25 entry of this formula, charge and spin): 244.61 kJ/mol

Last columns: bonded neighbours and bond lengths (Å).
Element x y z (Å)
1 C 2.598 0.324 3.679  C2 1.538, H7 1.104, H8 1.092, H9 1.090
2 C 1.762 1.233 4.595  C1 1.538, C3 1.536, N6 1.479, H10 1.088
3 C 2.723 2.277 5.183  C2 1.536, O4 1.415, H11 1.095, H12 1.095
4 O 2.010 3.116 6.072  C3 1.415, C5 1.409
5 C 2.761 3.610 7.157  O4 1.409, H13 1.097, H14 1.102, H15 1.082
6 N 0.695 1.873 3.793  C2 1.479, H16 1.017, H17 1.028
7 H 3.006 -0.509 4.277  C1 1.104
8 H 3.514 0.809 3.335  C1 1.092
9 H 2.109 -0.322 2.950  C1 1.090
10 H 1.318 0.650 5.398  C2 1.088
11 H 3.120 2.927 4.397  C3 1.095
12 H 3.551 1.725 5.641  C3 1.095
13 H 3.499 4.370 6.872  C5 1.097
14 H 3.475 2.857 7.527  C5 1.102
15 H 2.079 3.877 7.954  C5 1.082
16 H 0.965 2.696 3.260  N6 1.017
17 H 0.179 2.320 4.562  N6 1.028
18 C 3.111 -1.737 0.241  C19 1.532, H24 1.089, H25 1.092, H26 1.093
19 C 3.559 -2.702 1.343  C18 1.532, C20 1.525, N23 1.472, H27 1.105
20 C 4.794 -2.253 2.116  C19 1.525, O21 1.412, H28 1.100, H29 1.092
21 O 5.041 -3.143 3.184  C20 1.412, C22 1.412
22 C 5.839 -4.251 2.826  O21 1.412, H30 1.098, H31 1.094, H32 1.090
23 N 2.384 -3.099 2.136  C19 1.472, H33 1.018, H34 1.016
24 H 2.236 -2.134 -0.272  C18 1.089
25 H 3.912 -1.543 -0.474  C18 1.092
26 H 2.867 -0.759 0.662  C18 1.093
27 H 3.910 -3.651 0.900  C19 1.105
28 H 4.490 -1.297 2.567  C20 1.100
29 H 5.655 -2.003 1.493  C20 1.092
30 H 6.847 -3.883 2.594  C22 1.098
31 H 5.434 -4.831 1.991  C22 1.094
32 H 5.925 -4.917 3.684  C22 1.090
33 H 2.648 -3.837 2.786  N23 1.018
34 H 1.752 -3.574 1.497  N23 1.016
35 C -1.178 -2.741 3.940  C36 1.526, O38 1.398, H39 1.101, H40 1.094
36 C -0.756 -4.031 4.637  C35 1.526, O37 1.419, H41 1.099, H42 1.090
37 O 0.493 -4.488 4.140  C36 1.419, H43 0.966
38 O -1.199 -2.903 2.551  C35 1.398, H44 0.968
39 H -0.348 -2.107 4.286  C35 1.101
40 H -2.040 -2.333 4.475  C35 1.094
41 H -1.504 -4.815 4.458  C36 1.099
42 H -0.604 -3.775 5.685  C36 1.090
43 H 0.436 -4.376 3.182  O37 0.966
44 H -1.119 -2.022 2.159  O38 0.968
45 C -0.485 1.362 0.201  C46 1.541, O48 1.440, H49 1.093, H50 1.087
46 C -1.251 0.645 1.330  C45 1.541, O47 1.432, H51 1.091, H52 1.095
47 O -0.345 -0.186 2.065  C46 1.432, H53 0.983
48 O 0.157 0.315 -0.551  C45 1.440, H54 0.968
49 H 0.391 1.892 0.581  C45 1.093
50 H -1.223 1.937 -0.351  C45 1.087
51 H -2.027 0.008 0.902  C46 1.091
52 H -1.665 1.343 2.066  C46 1.095
53 H 0.057 0.429 2.719  O47 0.983
54 H 0.488 -0.305 0.113  O48 0.968
55 C -7.246 -0.630 -1.235  O56 1.422, H64 1.095, H65 1.092, H66 1.087
56 O -7.600 0.508 -0.458  C55 1.422, C57 1.415
57 C -7.120 0.420 0.870  O56 1.415, C58 1.554, H67 1.089, H68 1.096
58 C -7.732 1.635 1.622  C57 1.554, N59 1.455, H69 1.086, H70 1.095
59 N -7.197 1.749 2.971  C58 1.455, C60 1.470, H71 1.011
60 C -5.820 2.263 3.019  N59 1.470, C61 1.515, H72 1.092, H73 1.094
61 C -5.279 2.307 4.433  C60 1.515, O62 1.426, H74 1.088, H75 1.099
62 O -4.805 1.048 4.906  C61 1.426, C63 1.409
63 C -3.595 0.662 4.298  O62 1.409, H76 1.088, H77 1.099, H78 1.090
64 H -8.091 -1.322 -1.150  C55 1.095
65 H -6.320 -1.079 -0.873  C55 1.092
66 H -7.082 -0.377 -2.279  C55 1.087
67 H -6.032 0.466 0.888  C57 1.089
68 H -7.543 -0.459 1.368  C57 1.096
69 H -8.811 1.721 1.536  C58 1.086
70 H -7.339 2.477 1.041  C58 1.095
71 H -7.293 0.924 3.547  N59 1.011
72 H -5.897 3.283 2.638  C60 1.092
73 H -5.190 1.640 2.378  C60 1.094
74 H -5.956 2.630 5.222  C61 1.088
75 H -4.470 3.051 4.441  C61 1.099
76 H -3.405 -0.403 4.418  C63 1.088
77 H -2.765 1.143 4.835  C63 1.099
78 H -3.463 0.938 3.251  C63 1.090
79 C -4.150 1.481 -1.728  O80 1.397, H88 1.100, H89 1.088, H90 1.100
80 O -4.444 0.221 -2.254  C79 1.397, C81 1.398
81 C -4.685 0.085 -3.625  O80 1.398, C82 1.538, H91 1.091, H92 1.105
82 C -4.866 -1.403 -3.966  C81 1.538, N83 1.455, H93 1.093, H94 1.097
83 N -3.615 -2.081 -3.659  C82 1.455, C84 1.458, H95 1.014
84 C -3.596 -3.453 -4.153  N83 1.458, C85 1.510, H96 1.093, H97 1.106
85 C -2.387 -4.210 -3.658  C84 1.510, O86 1.437, H98 1.093, H99 1.091
86 O -2.361 -5.464 -4.359  C85 1.437, C87 1.410
87 C -1.061 -6.009 -4.390  O86 1.410, H100 1.095, H101 1.091, H102 1.093
88 H -3.310 1.979 -2.233  C79 1.100
89 H -3.889 1.396 -0.675  C79 1.088
90 H -5.034 2.112 -1.900  C79 1.100
91 H -3.922 0.577 -4.229  C81 1.091
92 H -5.693 0.494 -3.818  C81 1.105
93 H -4.993 -1.440 -5.051  C82 1.093
94 H -5.704 -1.922 -3.486  C82 1.097
95 H -3.468 -2.120 -2.656  N83 1.014
96 H -3.713 -3.485 -5.239  C84 1.093
97 H -4.504 -3.992 -3.827  C84 1.106
98 H -2.498 -4.480 -2.604  C85 1.093
99 H -1.462 -3.686 -3.907  C85 1.091
100 H -0.362 -5.262 -4.782  C87 1.095
101 H -0.948 -6.846 -5.080  C87 1.091
102 H -0.780 -6.378 -3.400  C87 1.093
103 C 7.058 4.260 -9.360  O104 1.405, H112 1.098, H113 1.092, H114 1.093
104 O 6.846 4.157 -7.974  C103 1.405, C105 1.420
105 C 6.748 2.792 -7.597  O104 1.420, C106 1.508, H115 1.097, H116 1.096
106 C 6.899 2.610 -6.107  C105 1.508, N107 1.444, H117 1.099, H118 1.100
107 N 5.671 2.939 -5.423  C106 1.444, C108 1.450, H119 1.011
108 C 5.665 2.837 -3.976  N107 1.450, C109 1.525, H120 1.096, H121 1.098
109 C 4.251 3.072 -3.454  C108 1.525, O110 1.410, H122 1.093, H123 1.098
110 O 4.036 2.378 -2.246  C109 1.410, C111 1.413
111 C 2.664 2.133 -2.019  O110 1.413, H124 1.092, H125 1.088, H126 1.097
112 H 6.254 3.724 -9.882  C103 1.098
113 H 8.026 3.944 -9.753  C103 1.092
114 H 6.894 5.276 -9.725  C103 1.093
115 H 7.542 2.240 -8.116  C105 1.097
116 H 5.798 2.340 -7.907  C105 1.096
117 H 7.814 3.028 -5.666  C106 1.099
118 H 7.157 1.543 -6.021  C106 1.100
119 H 5.256 3.804 -5.740  N107 1.011
120 H 6.431 3.384 -3.413  C108 1.096
121 H 5.870 1.792 -3.711  C108 1.098
122 H 3.564 2.759 -4.244  C109 1.093
123 H 4.117 4.151 -3.302  C109 1.098
124 H 2.049 3.028 -2.133  C111 1.092
125 H 2.568 1.656 -1.046  C111 1.088
126 H 2.269 1.378 -2.710  C111 1.097

Here are the Mulliken charges for atoms 1 to 99, given in e: -1.3273 0.3469 -0.9892 -0.2763 -0.8003 -0.5724 0.4721 0.4383 0.0247 0.3045 0.3590 0.4503 0.3016 0.3228 0.2725 0.2128 0.3007 -1.4175 0.2963 -0.3265 -0.3447 -0.6884 -0.4412 0.3867 0.4796 0.1054 0.2985 -0.1220 0.3943 0.3051 0.2744 0.2656 0.3322 0.2756 0.2840 -0.6650 -0.5022 -0.6293 0.0332 0.0675 0.3044 0.3696 0.2808 0.1848 -0.4020 -0.2476 0.6925 -0.5607 0.1762 0.3089 0.2676 0.2199 -0.2574 0.1699 -0.7236 -0.3776 0.0850 -0.8376 -0.3494 0.2037 -0.7437 -0.4318 0.0039 0.3644 0.3416 0.1556 0.0397 0.2899 0.3547 0.2981 0.2709 0.2384 -0.0922 0.3942 0.3314 -0.0759 0.3131 -0.0522 -0.5430 -0.1599 -0.8685 -0.5811 -0.2452 -0.7385 -0.3896 -0.3215 -0.7187 0.3560 -0.0728 0.3304 0.5081 0.4031 0.4029 0.3356 0.1639 0.3455 0.2669 0.2762 0.3911